Record 1
# C62H128N4O47

17 unconnected molecules or ions with the total composition C62H128N4O47 at a distorted geometry (ωB97M-V/def2-TZVPD, the OMol25 dataset).

Structure (ORCA input):
```
! RIJCOSX wB97M-V def2-TZVPD def2/J DEFGRID3
* xyz 0 1
C 9.80977 -12.96079 23.08494
C 9.00176 -14.16352 22.91845
O 8.57451 -14.23002 21.54341
C 9.33687 -14.87671 20.61198
O 10.48320 -15.15683 20.80135
O 8.54866 -14.96865 19.50941
C 9.07268 -15.26174 18.23188
H 10.64322 -12.81803 22.39714
H 10.14980 -12.92323 24.11987
H 9.14028 -12.10692 22.98108
H 8.04694 -14.01766 23.42358
H 9.53586 -15.00775 23.35446
H 9.63956 -14.44211 17.79036
H 8.14747 -15.43773 17.68315
H 9.59645 -16.21452 18.30919
C 2.54108 -8.96240 18.50108
C 1.48332 -8.06463 17.88462
O 0.38687 -7.74888 18.77922
C -0.70098 -7.16529 18.31092
O -0.89760 -6.70946 17.16635
O -1.56814 -7.21819 19.30194
C -2.72663 -6.44152 19.29310
H 3.22471 -8.41225 19.14766
H 3.01244 -9.57311 17.73105
H 1.96604 -9.70825 19.04984
H 1.02687 -8.67182 17.10291
H 1.82171 -7.15055 17.39671
H -2.46796 -5.42142 19.00920
H -3.34913 -6.41881 20.18756
H -3.36739 -6.78560 18.48122
C 10.30458 -15.75441 10.64840
C 10.82236 -14.75929 9.66038
O 11.43440 -13.62754 10.22384
C 12.02312 -12.66602 9.54567
O 12.01258 -12.64138 8.29275
O 12.60681 -11.77679 10.37938
C 13.11570 -10.60361 9.83226
H 11.20364 -16.07747 11.17320
H 9.92461 -16.70683 10.27879
H 9.57359 -15.45667 11.40014
H 10.07268 -14.49912 8.91313
H 11.45415 -15.35221 8.99903
H 12.40688 -9.77662 9.79031
H 13.67060 -10.68217 8.89737
H 13.73554 -10.26489 10.66242
C 3.03900 -19.09722 15.40161
C 3.61326 -18.32661 14.18217
O 3.48674 -16.90836 14.42264
C 2.76966 -16.14788 13.56606
O 2.60415 -16.38847 12.36165
O 2.67502 -14.88973 14.10924
C 2.06631 -13.77274 13.46006
H 2.96862 -20.18432 15.36468
H 1.98097 -18.87655 15.54298
H 3.56175 -18.87022 16.33074
H 3.05527 -18.60377 13.28778
H 4.66947 -18.58673 14.11245
H 2.04115 -13.90801 12.37878
H 2.71749 -12.95125 13.75877
H 1.03704 -13.60769 13.77860
C -1.05403 -15.93451 15.20232
C -0.53817 -17.13540 15.92446
O -1.47728 -17.58425 17.00128
C -1.00763 -18.45630 17.86774
O 0.16389 -18.77848 17.98301
O -2.03735 -18.81228 18.70549
C -1.76993 -19.83177 19.71799
H -1.85421 -15.44190 15.75471
H -1.55423 -16.21153 14.27432
H -0.29514 -15.18963 14.96288
H 0.47247 -16.81051 16.17178
H -0.45741 -17.89660 15.14848
H -2.69054 -19.78944 20.30004
H -0.98820 -19.55501 20.42538
H -1.43213 -20.81667 19.39556
C 11.44511 -11.74631 13.77627
C 9.94704 -11.91250 14.15296
O 9.21042 -12.82117 13.31021
C 8.87916 -12.48500 12.00801
O 9.05438 -11.41939 11.43886
O 8.18851 -13.49788 11.45617
C 7.46996 -13.36195 10.21442
H 11.54740 -11.27210 12.80017
H 11.90373 -12.73493 13.75633
H 11.97653 -11.12833 14.50001
H 9.34619 -11.00314 14.16409
H 9.67432 -12.15060 15.18108
H 7.20992 -14.32345 9.77171
H 8.21082 -12.94840 9.53017
H 6.65030 -12.64526 10.16328
C 0.00073 -15.48537 20.22567
C 1.06715 -15.56543 19.07765
O 2.17958 -14.88714 19.65565
C 3.31062 -14.86547 18.99609
O 3.51664 -15.39991 17.91555
O 4.22165 -14.23295 19.70417
C 5.55342 -14.57132 19.53025
H -0.62074 -16.37680 20.31081
H -0.68347 -14.63762 20.18974
H 0.54307 -15.57599 21.16682
H 0.65079 -15.08820 18.19052
H 1.26457 -16.61443 18.85690
H 5.98669 -14.29024 18.57037
H 5.84851 -15.60893 19.68636
H 6.18931 -13.90372 20.11168
C 12.86430 -12.71161 16.82451
C 14.20465 -13.30756 16.43953
O 15.06694 -13.20028 17.58483
C 16.36823 -13.38168 17.47166
O 16.98685 -13.64383 16.43938
O 16.89303 -13.26043 18.67960
C 18.26441 -13.21050 18.95160
H 12.47323 -13.00561 17.79854
H 12.15936 -13.03257 16.05760
H 12.80744 -11.62324 16.84249
H 14.55707 -12.73282 15.58305
H 14.17951 -14.33464 16.07541
H 18.95034 -13.64139 18.22227
H 18.33146 -13.71770 19.91407
H 18.65291 -12.20946 19.13892
C 10.74273 -21.00620 15.70670
C 10.18953 -19.63936 15.37860
O 9.86762 -19.00786 16.56423
C 8.55090 -18.71330 16.85771
O 7.62693 -18.43113 16.08832
O 8.42637 -18.72375 18.22137
C 7.24174 -18.22260 18.86310
H 9.94283 -21.59997 16.14907
H 11.59004 -20.94542 16.38969
H 10.91167 -21.53727 14.76994
H 9.41093 -19.64588 14.61582
H 11.00920 -19.13584 14.86605
H 6.64694 -17.48238 18.32795
H 7.52865 -17.74330 19.79907
H 6.68529 -19.08057 19.24041
C -3.08461 -13.09172 17.87557
C -2.10825 -12.08341 17.40385
O -0.86118 -12.78549 17.56071
C 0.27319 -12.19653 17.01397
O 0.41370 -11.02735 16.51647
O 1.27336 -13.03895 17.23330
C 2.57877 -12.61985 16.87274
H -4.05559 -12.74080 17.52605
H -3.12378 -13.26214 18.95145
H -2.92895 -14.03456 17.35123
H -2.09848 -11.17159 18.00099
H -2.36055 -11.91775 16.35647
H 3.05670 -12.01101 17.64020
H 2.62666 -11.96790 16.00052
H 3.10518 -13.56502 16.73987
C 8.85425 -7.38528 16.36561
C 9.91775 -8.51077 16.24978
O 9.79439 -9.47113 17.26206
C 8.93162 -10.34791 17.33579
O 8.34687 -10.78823 16.31225
O 8.78183 -10.73784 18.60270
C 7.96421 -11.84913 18.91186
H 8.75359 -6.82904 17.29757
H 7.82613 -7.73940 16.29030
H 9.05849 -6.56990 15.67168
H 10.93543 -8.14789 16.39382
H 9.96634 -8.75009 15.18749
H 6.89912 -11.73786 18.70867
H 7.97851 -12.12818 19.96544
H 8.34895 -12.70474 18.35689
C 6.29717 -9.78334 24.24836
C 6.05196 -10.30912 22.81586
O 6.61991 -9.41506 21.89709
C 6.20166 -9.20683 20.60690
O 5.29917 -9.85829 20.10340
O 6.73658 -8.03849 20.22904
C 6.27978 -7.41105 19.10909
H 6.03142 -8.73170 24.35577
H 7.36091 -9.71165 24.47514
H 5.77562 -10.35171 25.01845
H 4.97352 -10.31757 22.65781
H 6.43016 -11.30587 22.58880
H 6.75262 -6.47482 18.81246
H 5.21004 -7.20425 19.14039
H 6.58711 -7.93762 18.20556
C 4.30264 -5.19858 14.69698
C 5.41677 -5.99932 15.28923
O 5.63637 -7.12905 14.43354
C 4.84021 -8.19029 14.52920
O 3.68562 -8.21015 14.89275
O 5.60368 -9.21320 14.11610
C 5.00302 -10.54283 14.04564
H 3.32183 -5.66992 14.75981
H 4.58943 -5.07616 13.65254
H 4.19313 -4.18593 15.08510
H 5.23680 -6.29927 16.32158
H 6.32670 -5.39952 15.30848
H 4.73292 -11.11319 14.93436
H 5.67382 -11.08746 13.38118
H 4.06248 -10.42208 13.50813
C 2.11078 -22.31541 12.85759
C 3.14943 -22.09591 11.77026
O 4.05835 -21.02264 12.09611
C 5.42502 -21.33547 12.10560
O 5.89806 -22.23680 11.47443
O 6.08648 -20.43815 12.80655
C 7.46094 -20.44336 12.62187
H 1.11099 -22.52392 12.47674
H 1.87190 -21.63387 13.67402
H 2.25238 -23.30239 13.29795
H 2.69523 -21.76598 10.83595
H 3.59233 -23.04588 11.47113
H 7.79972 -21.40016 13.01919
H 7.83744 -19.66388 13.28427
H 7.80086 -20.27246 11.60043
C 6.94727 -16.74841 12.40737
C 7.67547 -16.36681 13.68302
O 9.07819 -16.64361 13.62943
C 9.93792 -16.05721 14.55676
O 9.63826 -15.13950 15.29112
O 11.16423 -16.64202 14.54900
C 12.24635 -16.15754 15.37877
H 6.04045 -17.33820 12.54129
H 7.60228 -17.34358 11.77111
H 6.77494 -15.85749 11.80348
H 7.25594 -16.82008 14.58115
H 7.53200 -15.30661 13.89158
H 12.37942 -15.10310 15.13680
H 13.22031 -16.62286 15.22722
H 11.93930 -16.33219 16.40994
C 6.19353 -13.74062 16.19486
O 5.46550 -12.95575 16.78985
N 7.41180 -13.46384 15.81137
N 5.83537 -14.96832 15.91158
H 7.63650 -12.48281 15.72662
H 8.03447 -14.24158 15.64553
H 6.56348 -15.60932 15.63039
H 4.88368 -15.27201 16.06043
C 4.97168 -21.96785 16.40350
O 4.08136 -21.46386 17.06807
N 4.97526 -23.22377 16.09047
N 5.94196 -21.23478 15.90007
H 4.23434 -23.86116 16.34517
H 5.69473 -23.50709 15.44071
H 6.69109 -21.57962 15.31698
H 5.95669 -20.23699 16.05596
*
```

## Properties
**E_HOMO**: -9.0 eV


Record 2
# C62H129N13O10

13 unconnected molecules or ions with the total composition C62H129N13O10 at a distorted geometry (ωB97M-V/def2-TZVPD, the OMol25 dataset).

Structure (ORCA input):
```
! RIJCOSX wB97M-V def2-TZVPD def2/J DEFGRID3
* xyz 0 1
C -2.09075 -0.28282 -4.41233
C -2.47749 1.01518 -3.80416
C -3.94884 1.23592 -3.52604
C -4.14630 2.22179 -2.50954
N -4.29037 3.01905 -1.71345
H -2.21503 -0.98400 -3.58710
H -1.07770 -0.35454 -4.80816
H -2.78362 -0.61328 -5.18616
H -2.09094 1.77980 -4.47797
H -1.91446 1.16384 -2.88274
H -4.48477 0.33561 -3.22549
H -4.46961 1.50420 -4.44524
C 1.12542 -1.73824 3.34757
C 2.41763 -1.34147 2.64140
C 2.19958 -0.75026 1.16837
C 3.42021 -0.17128 0.67075
N 4.39885 0.30031 0.20437
H 0.62924 -0.90261 3.84115
H 1.36242 -2.43796 4.14903
H 0.39780 -2.20647 2.68468
H 2.99614 -2.23830 2.41975
H 3.00134 -0.64663 3.24520
H 1.32978 -0.10526 1.04379
H 1.98092 -1.59210 0.51141
C 0.46283 -2.28393 -7.19815
C 0.59288 -3.78033 -6.79090
C 1.26245 -4.68780 -7.87192
C 2.69893 -4.32468 -8.22985
N 3.78698 -4.07367 -8.50599
H 1.45432 -1.99868 -7.54981
H 0.14272 -1.59343 -6.41788
H -0.11904 -2.09371 -8.10000
H -0.32744 -4.33567 -6.61004
H 1.21050 -3.75766 -5.89305
H 0.86288 -4.65627 -8.88555
H 1.11380 -5.75384 -7.70001
C 2.05798 2.02235 -3.68856
C 3.44061 1.48384 -3.47670
C 3.62832 0.17449 -4.26131
C 3.23835 -1.01201 -3.38319
N 2.92548 -1.89087 -2.67089
H 1.95002 2.28743 -4.74031
H 2.09583 2.99400 -3.19606
H 1.14915 1.51210 -3.36951
H 3.60306 1.18181 -2.44206
H 4.17674 2.23498 -3.76306
H 4.71742 0.13278 -4.27657
H 3.29932 0.10395 -5.29808
C 6.21001 -6.29395 -0.58475
C 5.63678 -5.02960 -1.50344
C 4.17142 -4.97069 -1.76206
C 3.42274 -4.70640 -0.56331
N 2.82169 -4.49994 0.46204
H 7.29739 -6.30259 -0.50978
H 5.98772 -7.30003 -0.94041
H 5.78357 -6.27183 0.41813
H 6.27656 -4.94274 -2.38164
H 5.99995 -4.10395 -1.05691
H 3.67267 -5.85828 -2.15132
H 3.98575 -4.15802 -2.46434
C 3.92058 3.03312 3.86910
C 3.50904 3.21231 2.43521
C 3.85252 4.57949 1.83638
C 3.16562 4.80283 0.57403
N 2.59075 4.99613 -0.37695
H 5.00567 3.12319 3.91980
H 3.67804 2.05100 4.27497
H 3.52542 3.87991 4.43027
H 2.43990 3.00009 2.43784
H 3.89497 2.30824 1.96422
H 4.82392 4.57729 1.34194
H 3.91871 5.44059 2.50138
C -0.46553 -9.25221 -6.32925
C -0.70543 -10.45593 -5.48891
C -0.49394 -10.32421 -3.94404
C -0.48926 -8.92823 -3.39438
N -0.50577 -7.83628 -2.97320
H 0.40039 -8.71610 -5.94082
H -1.35098 -8.62498 -6.22595
H -0.55391 -9.50219 -7.38650
H -0.25144 -11.37289 -5.86466
H -1.73407 -10.81105 -5.55121
H 0.42604 -10.82651 -3.64502
H -1.31406 -10.86915 -3.47654
C -0.95002 12.35061 4.42871
O -0.06611 11.40265 4.87980
C -0.57242 10.09870 4.75210
C 0.51116 9.16520 5.28713
N 1.74753 9.48444 4.70950
C 1.85625 9.28277 3.24572
C 1.75889 7.66908 2.89666
O 0.51054 7.07726 3.01766
C 0.55524 5.73139 2.54247
H -0.44058 13.30086 4.58872
H -1.84761 12.20432 5.02957
H -1.17380 12.30607 3.36285
H -0.80891 9.77645 3.73804
H -1.37306 9.82700 5.44002
H 0.34194 8.09982 5.13082
H 0.54011 9.40663 6.34966
H 1.67231 10.48892 4.78339
H 2.83426 9.59875 2.88272
H 1.17614 9.92590 2.68722
H 2.48849 7.11534 3.48756
H 2.01484 7.64795 1.83734
H 1.39862 5.14429 2.90594
H 0.57070 5.66826 1.45441
H -0.26389 5.06551 2.81399
C 4.45160 -6.80363 4.89043
O 3.51503 -6.80566 5.94172
C 2.28904 -6.14248 5.64396
C 1.25400 -7.27117 5.12181
N 0.09608 -6.63955 4.50192
C 0.35752 -6.23344 3.12607
C -0.96913 -5.77680 2.57084
O -1.86889 -6.86431 2.38744
C -2.67385 -6.61502 1.24320
H 4.44992 -6.05465 4.09852
H 4.59956 -7.81472 4.51108
H 5.38151 -6.69169 5.44795
H 2.36844 -5.24728 5.02719
H 2.00460 -5.65059 6.57414
H 0.88766 -7.61434 6.08935
H 1.71743 -8.12229 4.62289
H -0.65747 -7.31196 4.51273
H 0.69801 -7.09410 2.55038
H 1.04330 -5.38833 3.06633
H -0.47719 -5.51022 1.63542
H -1.29643 -4.79430 2.91096
H -2.64130 -7.50191 0.61036
H -2.38302 -5.77515 0.61223
H -3.68233 -6.36906 1.57572
C -1.44031 5.00776 -4.26468
O -1.75615 6.10232 -5.03717
C -1.28838 7.40950 -4.63783
C -1.32991 8.45460 -5.72723
N -0.27766 8.13632 -6.74001
C -0.40999 8.98979 -7.95370
C -0.16096 10.48207 -7.72386
O -0.57567 11.19951 -8.88687
C -0.57405 12.64902 -8.70894
H -0.37425 4.88270 -4.07502
H -1.89915 4.11527 -4.69013
H -2.04538 5.13748 -3.36738
H -0.31367 7.31157 -4.15984
H -1.92529 7.84436 -3.86755
H -1.30305 9.38839 -5.16563
H -2.32193 8.51812 -6.17440
H -0.33142 7.16944 -7.02698
H -1.38759 8.70310 -8.34126
H 0.31058 8.56210 -8.65081
H 0.86678 10.59358 -7.37827
H -0.79941 10.71278 -6.87107
H -0.77725 13.10968 -9.67569
H 0.43918 12.97847 -8.47886
H -1.23222 13.00074 -7.91445
C -5.96302 -1.28753 11.06661
O -4.89900 -1.75289 10.27595
C -3.59165 -1.69312 10.80451
C -2.50748 -1.92172 9.72596
N -2.64890 -0.97581 8.63167
C -1.53899 -0.86861 7.71928
C -1.89624 0.08222 6.56278
O -2.54450 -0.56044 5.49168
C -2.96399 0.17557 4.30220
H -6.00575 -2.01188 11.88000
H -6.91110 -1.39445 10.53952
H -5.70995 -0.26320 11.34009
H -3.53833 -2.54665 11.48033
H -3.52255 -0.84091 11.48058
H -2.52787 -2.96309 9.40468
H -1.54786 -1.74617 10.21219
H -3.40014 -1.31431 8.04758
H -1.27142 -1.88569 7.43284
H -0.74090 -0.35748 8.25770
H -0.94457 0.49648 6.22985
H -2.52885 0.92055 6.85452
H -3.55134 -0.49640 3.67642
H -2.11857 0.55608 3.72898
H -3.61053 1.02673 4.51576
C 0.26421 -4.11970 -2.95543
O -0.94457 -3.42912 -2.42994
C -0.73776 -3.08584 -1.01803
C -1.84704 -2.15139 -0.47090
N -1.32093 -0.81282 -0.08642
C -2.27827 0.18976 0.19263
C -1.66608 1.55100 0.40560
O -1.11001 2.03032 -0.78778
C -0.35324 3.22429 -0.63481
H 0.00916 -5.16360 -3.13797
H 1.10350 -3.86215 -2.30940
H 0.54625 -3.54332 -3.83653
H 0.21147 -2.59622 -0.80050
H -0.70405 -4.06772 -0.54595
H -2.24192 -2.69620 0.38662
H -2.63233 -2.12806 -1.22647
H -0.78559 -0.51274 -0.88857
H -2.67708 -0.26045 1.10167
H -3.15602 0.15205 -0.45253
H -0.88240 1.37267 1.14190
H -2.38239 2.14080 0.97756
H 0.03428 3.60291 -1.58062
H 0.46705 3.04445 0.06010
H -1.07817 3.99480 -0.37239
N -3.78941 -5.53020 -1.49387
C -4.04474 -6.85753 -1.52239
C -5.27138 -7.07712 -0.82099
C -5.62828 -5.89422 -0.21997
C -4.65801 -4.95462 -0.62614
H -3.09854 -5.01132 -2.01689
H -3.39912 -7.60586 -1.95777
H -5.61483 -8.08695 -0.65168
H -6.52091 -5.68432 0.35062
H -4.61392 -3.89518 -0.42111
*
```

## Properties
**E_HOMO**: -7.8 eV